Record 1
Molecular formula: C19H19N3O4S
Method: DFT, wB97M-V/def2-TZVPD

Cartesian coordinates (Å):
C -1.49086 -5.27931 3.47034
H -2.63134 -5.00051 3.57724
O -0.78942 -4.31737 3.88784
C -0.69086 -3.02959 3.14487
C -1.49921 -2.70737 2.10020
C -1.26573 -1.63852 1.17125
C -0.28027 -0.61215 1.52618
C 0.12947 -0.77144 2.69841
C 0.08835 -1.90685 3.45129
O 0.99167 -1.94039 4.63812
C 0.78477 -2.96028 5.44025
H 1.03584 -3.82210 5.20137
H 1.47459 -2.38506 6.57928
H -0.19060 -2.99414 5.94053
H 0.78868 0.04256 3.05073
C -0.24116 0.56715 0.72547
N -0.02428 1.77067 1.42324
N -0.03713 2.66325 0.31618
C -0.51159 1.90914 -0.78936
N -0.46571 0.62279 -0.66313
C -0.77186 -0.25062 -1.57352
C 0.28939 -1.43968 -1.74923
C 0.04039 -2.46685 -2.63320
C -0.80810 -2.33193 -3.61685
C -2.09924 -1.19350 -3.56767
C -1.72356 -0.28044 -2.48578
H -2.28761 0.73460 -2.38037
H -2.68435 -1.21485 -4.32955
H -0.92309 -3.00889 -4.31174
H 0.78837 -3.25384 -2.50754
H 0.85027 -1.52628 -0.87611
S -0.57805 2.83890 -2.34951
C 0.18500 4.34141 -1.96129
C 1.69369 4.43408 -1.46343
C 2.51133 3.77241 -2.62549
O 2.70033 4.08152 -3.80584
O 2.67497 2.50463 -2.30380
H 3.56164 1.94543 -3.15731
H 1.75575 3.73018 -0.67423
H 2.05803 5.32278 -1.55985
H -0.25473 4.71253 -1.06146
H 0.25988 4.94866 -3.05039
H -1.92108 -1.53643 0.23953
H -2.01471 -3.52896 1.67073
H -1.48165 -5.92388 4.09615
H -1.31130 -5.66772 2.61728

Cartesian forces (eV/Å) of the 2 atoms listed first:
-8.363 5.824 -3.080
1.236 -0.422 -0.973

For the frontier orbital gap, the calculation gives 7.37 eV. The value obtained for the electronic energy is -43490.0133 eV. The calculation puts the energy above the lowest of the compared OMol25 structures with the same formula, charge and spin at 424.2 kcal per mole.


Record 2
Molecular formula: C5H5NOS
Method: DFT, wB97M-V/def2-TZVPD

Cartesian coordinates (Å):
C -1.12148 -0.01521 1.10347
C 0.44466 0.20991 -1.12644
C -0.95865 0.22476 -1.04391
C 0.24703 0.46104 1.19835
C 1.14792 -0.18478 0.11839
N -1.77169 -0.00949 -0.03175
O -0.21598 -1.23995 -3.12630
S -0.20904 0.11976 -2.71814
H -1.67970 -0.07060 2.03895
H 0.20021 1.57201 0.98162
H 0.73731 0.19762 2.23460
H 0.98409 -1.25057 0.12810
H 2.19531 -0.01449 0.24306

Cartesian forces (eV/Å) of the 2 atoms listed first:
-1.867 1.061 -0.524
-3.708 0.803 1.575

For the frontier orbital gap, the calculation gives 8.61 eV. The value obtained for the electronic energy is -19634.2053 eV. The calculation puts the energy above the lowest of the compared OMol25 structures with the same formula, charge and spin at 110.4 kcal per mole.


Record 3
Molecular formula: C4H11N3O
Method: DFT, wB97M-V/def2-TZVPD

Cartesian coordinates (Å):
C -1.68722 1.31798 -0.30950
C 0.79040 0.64598 -0.53909
C 0.17327 -0.63786 1.32424
C -0.23528 -2.03230 0.97968
H -2.89157 2.68876 -0.51414
H -2.11948 0.03544 -1.23138
H -1.27157 0.91064 1.39413
H -0.50502 2.60111 -2.62099
H -0.24158 3.31190 -1.08406
H 1.66872 0.75574 -1.30574
H -0.89006 -0.19228 1.34963
H 0.55813 -0.40249 2.37480
H -1.17810 -2.48511 1.61920
H -0.62871 -2.08113 -0.25348
H 1.38253 -2.68413 0.16849
N -0.31190 1.49436 -0.87836
N 0.00049 2.52134 -1.65524
N 1.04180 -0.53532 0.22437
O 0.84461 -2.82299 0.94202

Cartesian forces (eV/Å) of the 2 atoms listed first:
-0.450 -1.522 -0.258
2.214 -3.881 -0.715

For the frontier orbital gap, the calculation gives 7.53 eV. The value obtained for the electronic energy is -10830.2403 eV. The calculation puts the energy above the lowest of the compared OMol25 structures with the same formula, charge and spin at 345.2 kcal per mole.


Record 4
Molecular formula: C22H25ClN6O3
Method: DFT, wB97M-V/def2-TZVPD

Cartesian coordinates (Å):
O -0.70558 -0.54410 2.39678
C -0.90541 -0.59555 1.19864
C -0.04198 -1.43907 0.27256
C 0.88207 -2.35482 1.08459
C 1.95031 -2.90972 0.22302
N 1.92660 -4.01093 -0.49400
N 3.06891 -4.13369 -1.16211
C 3.82249 -3.09451 -0.86439
C 5.11116 -2.67814 -1.26130
C 5.58095 -1.51620 -0.74225
C 4.77391 -0.76083 0.17777
N 5.28454 0.36238 0.74208
C 4.43628 1.22701 1.53447
C 3.35826 1.89564 0.71633
C 2.01555 1.62464 0.94439
C 1.02705 2.22212 0.18201
C 1.36804 3.09863 -0.83342
C 2.69941 3.38359 -1.08115
C 3.67716 2.78319 -0.30691
Cl 5.33760 3.17603 -0.63214
N 3.57162 -1.13384 0.54312
N 3.13665 -2.28086 0.02306
N -1.87202 0.15560 0.61076
C -2.27929 0.11449 -0.77278
C -3.60131 -0.64321 -0.91008
C -4.67705 0.05028 -0.04812
C -4.18606 0.17249 1.39663
C -2.82397 0.86244 1.44439
O -5.89262 -0.66458 -0.06850
C -6.65493 -0.18468 -1.15278
C -6.07024 1.21316 -1.44478
O -4.97627 1.33588 -0.56256
H 0.56097 -0.76134 -0.33930
H -0.66106 -2.04979 -0.38467
H 1.33979 -1.77470 1.88753
H 0.30345 -3.16857 1.52027
H 5.67179 -3.28431 -1.95331
H 6.55733 -1.13691 -1.00026
H 6.04892 0.80519 0.25557
H 3.96768 0.61412 2.30694
H 5.07578 1.97915 2.00250
H 1.74335 0.93713 1.72983
H -0.00900 2.00084 0.38555
H 0.60257 3.56594 -1.43398
H 2.98033 4.06813 -1.86672
H -1.50854 -0.33528 -1.39535
H -2.43726 1.14709 -1.10686
H -3.91705 -0.65687 -1.95395
H -3.49516 -1.67121 -0.56188
H -4.12059 -0.83141 1.81559
H -4.91749 0.74406 1.96646
H -2.43565 0.86944 2.46370
H -2.92474 1.88854 1.07777
H -7.69971 -0.15334 -0.83986
H -6.55649 -0.84970 -2.01998
H -5.73684 1.30236 -2.48582
H -6.77423 2.01864 -1.22304

Cartesian forces (eV/Å) of the 2 atoms listed first:
0.152 -0.145 0.424
0.122 0.047 -0.511

For the frontier orbital gap, the calculation gives 8.91 eV. The value obtained for the electronic energy is -50825.3822 eV. The calculation puts the energy above the lowest of the compared OMol25 structures with the same formula, charge and spin at 33.7 kcal per mole.


Record 5
Molecular formula: C3H5NO2
Method: DFT, wB97M-V/def2-TZVPD

Cartesian coordinates (Å):
C -0.93201 1.41384 -0.14257
N 0.16088 0.54267 0.25641
C -0.08610 -0.80910 0.14295
O -1.12228 -1.33808 0.47462
C 1.19536 -1.63550 -0.13248
O 1.63750 -1.61243 0.99433
H -1.83702 1.10051 0.37671
H -0.70511 2.44882 0.11603
H -1.10365 1.34099 -1.22508
H 1.08524 0.84122 -0.02152
H 1.78549 -2.23961 -0.87715

Cartesian forces (eV/Å) of the 2 atoms listed first:
-0.255 0.187 -0.033
0.048 -0.280 -0.497

For the frontier orbital gap, the calculation gives 9.99 eV. The value obtained for the electronic energy is -8775.5998 eV. The calculation puts the energy above the lowest of the compared OMol25 structures with the same formula, charge and spin at 48.3 kcal per mole.


Record 6
Molecular formula: CH4S2
Method: DFT, wB97M-V/def2-TZVPD

Cartesian coordinates (Å):
C 0.37278 -0.59126 0.73802
S -1.59417 1.02723 -2.17228
S -1.99149 0.78287 -0.18788
H 0.11689 -0.54741 1.81325
H 0.47064 0.37592 0.34910
H 0.33106 -1.40745 0.07551
H -0.68455 1.93383 -2.12942

Cartesian forces (eV/Å) of the 2 atoms listed first:
-1.261 1.045 1.574
-1.413 -1.568 0.774

For the frontier orbital gap (alpha / beta), the calculation gives 7.21 / 8.77 eV. The value obtained for the electronic energy is -22769.4494 eV. The calculation puts the energy above the lowest of the compared OMol25 structures with the same formula, charge and spin at 65.5 kcal per mole.


Record 7
Molecular formula: C13H20
Method: DFT, wB97M-V/def2-TZVPD

Cartesian coordinates (Å):
C -1.01008 2.54205 -0.97940
C -1.50938 1.66078 -0.15465
C -1.35875 -0.95206 -1.68481
C -0.80397 -0.33483 0.46148
C -0.23901 -1.30736 -0.76143
C -1.59771 -1.38686 -0.21807
C 0.65018 -0.70359 0.18714
C -2.17139 2.13248 1.09049
C -2.41154 -2.48061 0.46767
C 1.29623 -1.73998 1.13629
C 2.30473 1.22808 0.78046
C 2.79321 -0.15179 -1.18209
C 1.59555 0.35701 -0.26757
H -1.05211 3.58396 -0.76564
H -0.57106 2.25445 -1.92038
H -1.67280 0.10530 -2.03519
H -1.58615 -1.72451 -2.58809
H -3.20561 1.95106 0.86289
H -1.86324 1.51049 2.04857
H -1.98264 3.20014 1.47345
H -2.29291 -3.51307 -0.09963
H -3.36546 -2.12337 0.37864
H -1.98635 -2.41294 1.39436
H 2.22396 -1.23798 1.61987
H 1.57161 -2.53646 0.61269
H 0.66955 -2.11997 1.91718
H 1.53973 2.00097 1.11317
H 3.20819 1.72736 0.44039
H 2.44420 0.56011 1.54497
H 3.65651 -0.59394 -0.45379
H 3.28369 0.59068 -1.70295
H 2.39399 -1.04388 -1.86900
H 1.04881 0.95829 -0.84699

Cartesian forces (eV/Å) of the 2 atoms listed first:
0.799 -0.984 -1.424
-1.247 2.814 0.975

For the frontier orbital gap (alpha / beta), the calculation gives 6.33 / 7.26 eV. The value obtained for the electronic energy is -13792.6102 eV. As for the multiplicity: 3. The calculation puts the energy above the lowest of the compared OMol25 structures with the same formula, charge and spin at 90.6 kcal per mole. Its expectation value of S² is 2.01.


Record 8
Molecular formula: C45H43GdN4O5SSi
Method: DFT, wB97M-V/def2-TZVPD

Cartesian coordinates (Å):
Gd -0.52738 -0.50066 -0.06256
C -0.18637 -1.97670 -3.32109
O -0.81160 -0.87718 -2.64152
C -1.34332 0.12146 -3.41210
C -1.93752 -0.07550 -4.63551
C -2.58144 0.92148 -5.30755
C -2.65887 2.20559 -4.76338
C -2.04118 2.46648 -3.54454
C -1.30529 1.41238 -2.88429
N -0.67214 1.55824 -1.56104
N -0.38952 2.78974 -1.35650
C 0.21673 3.24692 -0.24289
C 0.50798 2.46412 0.92344
O 0.60700 1.23961 0.82476
C 0.88741 3.18326 2.17229
C 1.02405 4.50876 2.21122
C 0.85645 5.31727 1.02605
C 1.00353 6.71282 1.09701
C 0.83604 7.51195 -0.03485
C 0.43910 6.89515 -1.22977
C 0.25828 5.49491 -1.33287
C 0.52429 4.66412 -0.21407
H -0.97925 -2.51104 -3.80700
H 0.40612 -2.53900 -2.54144
H 0.47288 -1.53169 -4.12205
H -1.83169 -1.01242 -5.14174
H -3.04775 0.78959 -6.27426
H -3.23933 2.93634 -5.27675
H -2.03571 3.46214 -3.07422
H 1.00992 2.56168 3.01426
H 1.31129 4.99369 3.12249
H 1.21999 7.15270 2.05088
H 1.07719 8.53465 0.06325
H 0.10618 7.47104 -2.10032
H -0.07961 5.12838 -2.31392
C -7.86571 1.19488 2.84327
C -6.44222 0.65133 2.88451
C -5.51374 0.92815 1.88008
C -4.16395 0.51470 1.94587
C -3.72489 -0.18836 3.04383
C -4.58509 -0.45502 4.08566
C -5.97180 -0.07242 3.97992
S -1.98351 -0.46918 3.17413
O -1.78970 -1.07365 4.48761
O -1.38395 0.81541 2.97444
N -1.54338 -1.40896 1.87497
C -2.04851 -2.61805 1.53661
C -2.56712 -3.63515 2.34167
C -2.89329 -4.82590 1.73298
C -2.68999 -5.00544 0.36347
C -2.24633 -3.92183 -0.40190
N -1.93541 -2.76937 0.19483
H -8.47645 0.84806 3.72856
H -8.40261 0.76135 1.95725
H -7.88068 2.31218 2.85088
H -5.81110 1.49950 1.01848
H -3.48677 0.72692 1.09130
H -4.30015 -1.02615 4.93514
H -6.58077 -0.41438 4.77872
H -2.59058 -3.53817 3.44283
H -3.22775 -5.69964 2.31567
H -2.92508 -5.98153 -0.06233
H -2.11197 -4.03013 -1.46525
C 4.72109 -3.74051 0.12241
C 3.31551 -3.58103 -0.35708
C 3.21871 -4.11749 -1.80583
C 2.48407 -4.48273 0.59509
Si 2.59862 -1.84554 -0.35401
O 0.96436 -1.87521 -0.56687
C 3.32961 -0.84848 -1.74990
C 2.48243 0.11268 -2.25442
C 2.87515 0.94602 -3.29616
C 4.15479 0.83035 -3.72766
C 5.07909 -0.06518 -3.20018
C 4.64260 -0.92619 -2.21125
C 3.01490 -0.88391 1.19241
C 4.17444 -0.16546 1.36911
C 4.50683 0.40458 2.57620
C 3.56159 0.43885 3.57604
C 2.39621 -0.23074 3.47576
C 2.14749 -0.93715 2.27867
H 4.90754 -4.81254 0.14797
H 4.81448 -3.27460 1.10642
H 5.49016 -3.31532 -0.50819
H 3.39101 -5.19018 -1.79851
H 3.95113 -3.65319 -2.49345
H 2.19503 -4.02848 -2.21941
H 2.94664 -5.51745 0.56807
H 1.46237 -4.46732 0.25129
H 2.51509 -4.10644 1.61626
H 1.45822 0.24139 -1.94609
H 2.15086 1.62801 -3.70463
H 4.49430 1.48062 -4.52598
H 6.11372 -0.08420 -3.55061
H 5.31482 -1.60505 -1.71872
H 4.90247 -0.16002 0.52924
H 5.49231 0.85535 2.75473
H 3.82158 0.96255 4.45934
H 1.71197 -0.25814 4.29432
H 1.24484 -1.56729 2.23299

Cartesian forces (eV/Å) of the 2 atoms listed first:
-0.288 0.070 -0.400
1.161 0.691 -0.232

For the frontier orbital gap (alpha / beta), the calculation gives 6.97 / 4.43 eV. The value obtained for the electronic energy is -103110.8227 eV. As for the multiplicity: 8. The calculation puts the energy above the lowest of the compared OMol25 structures with the same formula, charge and spin at 0.0 kcal per mole. Its expectation value of S² is 16.03.